65
Properties=species:S:1:pos:R:3:lowdin_spin:R:1 method="wB97M-V/def2-TZVPD" gap_ha="0.213 / 0.214" relative_energy_kj_mol=0.0 charge=-1 spin_multiplicity=8 homo_energy_ev="-3.439 / -3.479"
C -2.415 0.400 1.902 -0.01
C -1.835 1.495 1.206 0.00
C -1.760 1.165 -0.176 0.00
H -1.538 2.450 1.649 0.00
C -2.330 -0.142 -0.345 0.00
C -2.731 -0.615 0.953 0.00
H -2.364 -0.723 -1.275 0.00
C 1.599 -0.301 2.941 -0.01
C 0.990 0.984 2.884 0.00
C 1.352 1.597 1.652 0.00
H 0.364 1.439 3.660 0.00
C 2.173 0.699 0.911 0.00
C 2.348 -0.475 1.728 0.00
H -1.390 1.827 -0.973 0.00
H -3.162 -1.601 1.177 0.00
H -2.638 0.370 2.979 0.00
H 2.821 -1.398 1.404 0.00
H 1.053 2.589 1.325 0.00
H 1.512 -1.036 3.755 0.00
Eu -0.054 -0.717 0.800 7.02
C 2.712 0.885 -0.492 0.00
C 4.128 0.311 -0.479 0.00
C 2.693 2.373 -0.850 0.00
H 4.708 0.797 0.316 0.00
H 4.591 0.485 -1.448 0.00
H 4.103 -0.769 -0.287 0.00
H 3.272 2.947 -0.117 0.00
H 1.672 2.779 -0.888 0.00
H 3.145 2.494 -1.836 0.00
C 1.783 0.119 -1.484 0.00
C 2.256 0.100 -2.941 0.00
H 0.784 0.601 -1.474 0.00
H 1.668 -0.955 -1.193 0.00
O 3.421 0.317 -3.297 0.00
N 1.308 -0.193 -3.875 0.00
C -0.118 -0.388 -3.689 0.00
H 1.662 -0.265 -4.824 0.00
C -0.902 0.907 -3.709 0.00
C -2.288 0.846 -3.615 0.00
H -2.757 -0.135 -3.536 0.00
C -3.050 2.011 -3.620 0.00
H -4.132 1.942 -3.538 0.00
C -2.423 3.252 -3.735 0.00
H -3.018 4.165 -3.753 0.00
C -1.037 3.324 -3.835 0.00
H -0.525 4.277 -3.931 0.00
C -0.271 2.149 -3.827 0.00
H 0.810 2.198 -3.930 0.00
H -0.287 -0.927 -2.741 0.00
H -0.487 -1.065 -4.475 0.00
C -1.216 -0.948 5.012 0.00
C -1.149 -2.120 4.132 0.00
C -1.425 -3.460 4.506 0.00
C -1.240 -4.254 3.353 0.00
C -0.854 -3.366 2.304 0.00
C -0.555 -3.747 0.893 0.00
N -0.798 -2.077 2.792 -0.01
H -2.229 -0.834 5.447 0.00
H -0.972 -0.018 4.487 0.00
H -0.507 -1.051 5.857 0.00
H -1.712 -3.747 5.521 0.00
H -1.347 -5.318 3.213 0.00
H 0.298 -4.450 0.863 0.00
H -1.436 -4.230 0.432 0.00
H -0.275 -2.967 0.132 0.00